[1]
C9H11N3 | the ωB97M-V functional and the def2-TZVPD basis

Summary:
Structure (SMILES): N#CC1=NN(C2CC2)CC12CC2
Gap between HOMO and LUMO: 8.78 eV
E_LUMO: 0.6 eV
ΔE to the lowest compared entry with this formula, charge and spin: 5.756 eV
Maximum force: 4.99 eV Å⁻¹
2S+1: 1
HOMO: -8.1 eV

Each line ends with the natural charge from an NBO analysis.
Element x y z (Å)
N  -0.547  -2.683  -3.021  -0.298
C  -0.431  -2.035  -2.074  0.248
C  -0.305  -1.055  -1.069  -0.002
N  -0.140  -1.193  0.238  -0.121
N  -0.152  -0.085  0.941  -0.192
C  0.437  -0.003  2.164  -0.082
C  0.847  -1.339  2.844  -0.426
C  1.875  -0.333  2.304  -0.426
C  -0.408  1.140  0.087  -0.222
C  -0.613  0.479  -1.268  -0.080
C  -0.165  1.175  -2.605  -0.422
C  -1.629  1.044  -2.244  -0.414
H  0.105  0.597  2.966  0.225
H  0.392  -2.181  2.297  0.252
H  0.896  -1.408  3.995  0.217
H  2.402  0.153  3.121  0.213
H  2.484  -0.588  1.524  0.220
H  -1.295  1.547  0.596  0.211
H  0.358  1.780  0.039  0.202
H  0.096  0.620  -3.510  0.236
H  0.366  2.193  -2.489  0.217
H  -2.454  1.917  -2.096  0.226
H  -2.118  0.259  -2.742  0.218


[2]
C4H8O2 | the ωB97M-V functional and the def2-TZVPD basis

Summary:
Structure (SMILES): C=CCOCO
Gap between HOMO and LUMO: 11.09 eV
E_LUMO: 1.0 eV
ΔE to the lowest compared entry with this formula, charge and spin: 2.057 eV
Maximum force: 0.45 eV Å⁻¹
2S+1: 1
HOMO: -10.1 eV

Each line ends with the natural charge from an NBO analysis.
Element x y z (Å)
C  -1.849  -0.309  0.270  -0.444
C  -0.653  -0.768  0.632  -0.183
C  0.430  -1.122  -0.359  -0.115
O  1.592  -0.336  -0.188  -0.526
C  1.355  1.050  -0.304  0.215
O  0.503  1.574  0.667  -0.726
H  -2.586  0.013  1.000  0.210
H  -2.113  -0.205  -0.781  0.197
H  -0.360  -0.820  1.680  0.217
H  0.749  -2.158  -0.208  0.205
H  0.031  -1.033  -1.384  0.164
H  2.322  1.527  -0.148  0.174
H  0.979  1.277  -1.317  0.126
H  -0.401  1.310  0.439  0.486


[3]
C26H46N6O5 | the ωB97M-V functional and the def2-TZVPD basis

Summary:
Structure (SMILES): CCCCc1cn([C@@H](CCCCNC(=O)OC(C)(C)C)C(=O)N2CCN(C(=O)OC(C)(C)C)CC2)nn1
Gap between HOMO and LUMO: 9.60 eV
E_LUMO: 0.6 eV
ΔE to the lowest compared entry with this formula, charge and spin: 0.289 eV
Maximum force: 1.25 eV Å⁻¹
2S+1: 1
HOMO: -9.0 eV

Each line ends with the natural charge from an NBO analysis.
Element x y z (Å)
C  0.102  -6.022  4.676  -0.616
C  0.518  -6.110  3.213  -0.398
C  -0.664  -6.027  2.247  -0.378
C  -1.477  -4.733  2.385  -0.440
C  -0.621  -3.524  2.263  0.084
C  0.033  -3.004  1.163  -0.097
N  0.678  -1.915  1.639  -0.165
C  1.494  -0.978  0.910  -0.137
C  2.745  -1.659  0.347  -0.385
C  3.720  -0.626  -0.208  -0.397
C  5.005  -1.260  -0.733  -0.400
C  5.887  -0.223  -1.437  -0.217
N  5.264  0.298  -2.631  -0.632
C  4.497  1.421  -2.599  0.899
O  4.525  2.240  -1.713  -0.667
O  3.755  1.477  -3.720  -0.539
C  2.781  2.530  -3.900  0.273
C  3.472  3.890  -3.984  -0.644
C  1.761  2.494  -2.760  -0.654
C  2.104  2.185  -5.227  -0.614
C  0.630  -0.377  -0.215  0.688
O  0.814  -0.675  -1.381  -0.642
N  -0.346  0.471  0.164  -0.428
C  -0.743  0.843  1.506  -0.241
C  -2.162  0.327  1.784  -0.220
N  -3.071  0.804  0.768  -0.458
C  -3.987  1.763  1.081  0.906
O  -4.185  2.129  2.216  -0.667
O  -4.630  2.195  -0.015  -0.544
C  -5.706  3.159  0.103  0.277
C  -6.837  2.593  0.959  -0.646
C  -5.181  4.472  0.684  -0.645
C  -6.175  3.362  -1.339  -0.614
C  -2.670  0.462  -0.576  -0.224
C  -1.256  0.990  -0.842  -0.239
N  0.432  -1.776  2.937  -0.075
N  -0.336  -2.727  3.314  -0.252
H  -0.676  -6.750  4.898  0.196
H  -0.268  -5.026  4.908  0.218
H  0.954  -6.224  5.321  0.211
H  1.223  -5.305  2.995  0.198
H  1.036  -7.057  3.039  0.201
H  -0.286  -6.101  1.223  0.197
H  -1.331  -6.874  2.418  0.201
H  -1.968  -4.703  3.358  0.230
H  -2.247  -4.715  1.609  0.218
H  0.080  -3.300  0.137  0.236
H  1.798  -0.201  1.618  0.244
H  2.452  -2.343  -0.452  0.220
H  3.218  -2.235  1.145  0.212
H  3.225  -0.091  -1.019  0.218
H  3.971  0.103  0.565  0.201
H  5.567  -1.701  0.092  0.205
H  4.759  -2.057  -1.439  0.193
H  6.848  -0.668  -1.711  0.197
H  6.062  0.631  -0.779  0.226
H  5.049  -0.359  -3.366  0.397
H  2.734  4.665  -4.175  0.210
H  4.202  3.888  -4.791  0.210
H  3.982  4.107  -3.050  0.242
H  2.229  2.803  -1.829  0.237
H  0.936  3.164  -2.984  0.208
H  1.379  1.482  -2.641  0.227
H  2.845  2.143  -6.022  0.214
H  1.620  1.214  -5.155  0.216
H  1.361  2.937  -5.473  0.211
H  -0.068  0.446  2.261  0.239
H  -0.744  1.937  1.570  0.201
H  -2.511  0.686  2.752  0.255
H  -2.168  -0.768  1.782  0.198
H  -7.674  3.285  0.963  0.213
H  -6.496  2.443  1.979  0.244
H  -7.169  1.638  0.555  0.211
H  -4.354  4.844  0.082  0.209
H  -5.975  5.213  0.689  0.213
H  -4.835  4.317  1.703  0.244
H  -6.517  2.419  -1.756  0.214
H  -5.356  3.734  -1.950  0.213
H  -6.990  4.078  -1.366  0.214
H  -3.376  0.888  -1.286  0.241
H  -2.673  -0.630  -0.673  0.195
H  -0.903  0.666  -1.821  0.249
H  -1.252  2.083  -0.793  0.197


[4]
C17H13N3O4Se4Zr | the ωB97M-V functional and the def2-TZVPD basis

Summary:
Gap between HOMO and LUMO: 6.02 eV
E_LUMO: -1.3 eV
ΔE to the lowest compared entry with this formula, charge and spin: 0.205 eV
Maximum force: 0.51 eV Å⁻¹
2S+1: 1
HOMO: -7.3 eV

Each line ends with the natural charge from an NBO analysis.
Element x y z (Å)
Zr  0.106  0.256  0.933  1.663
C  1.916  -2.167  -1.071  -0.251
O  0.756  -1.835  -0.283  -0.554
C  0.005  -2.920  0.131  0.360
C  0.495  -4.211  0.219  -0.292
C  -0.354  -5.222  0.655  -0.187
C  -1.665  -4.945  0.998  -0.217
C  -2.143  -3.646  0.921  -0.179
C  -1.306  -2.632  0.490  0.037
N  -1.677  -1.255  0.450  -0.324
N  -2.918  -1.111  0.253  -0.093
C  -3.500  0.106  0.130  -0.046
C  -2.774  1.304  0.094  0.423
O  -1.492  1.326  0.271  -0.773
C  -3.452  2.530  -0.158  -0.263
C  -4.795  2.540  -0.334  -0.102
C  -5.577  1.344  -0.292  -0.128
C  -6.972  1.381  -0.479  -0.159
C  -7.709  0.227  -0.447  -0.225
C  -7.067  -1.000  -0.227  -0.191
C  -5.709  -1.062  -0.040  -0.212
C  -4.933  0.112  -0.067  0.071
H  1.669  -3.009  -1.714  0.196
H  2.756  -2.405  -0.421  0.201
H  2.150  -1.307  -1.683  0.221
H  1.520  -4.440  -0.030  0.230
H  0.028  -6.231  0.734  0.222
H  -2.315  -5.736  1.348  0.222
H  -3.153  -3.397  1.215  0.234
H  -2.858  3.433  -0.185  0.238
H  -5.309  3.477  -0.513  0.218
H  -7.453  2.337  -0.650  0.212
H  -8.781  0.261  -0.593  0.218
H  -7.650  -1.912  -0.205  0.216
H  -5.219  -2.011  0.124  0.225
Se  0.462  -1.448  2.963  -0.335
Se  -0.406  0.591  3.709  0.052
Se  1.444  2.017  3.648  0.029
Se  0.954  2.841  1.523  -0.346
O  2.399  0.259  0.537  -0.484
N  2.336  0.693  -0.632  0.410
O  1.130  0.865  -0.986  -0.536


[5]
C12H14P2 | the ωB97M-V functional and the def2-TZVPD basis

Summary:
Structure (SMILES): CC1=C(C)C=P(/C=C(C)/C=C\C#P)=C1
Gap between HOMO and LUMO: 8.22 eV
E_LUMO: -0.2 eV
ΔE to the lowest compared entry with this formula, charge and spin: 1.093 eV
Maximum force: 4.09 eV Å⁻¹
2S+1: 1
HOMO: -8.4 eV

Each line ends with the natural charge from an NBO analysis.
Element x y z (Å)
C  -1.802  -2.777  -1.559  -0.652
C  -0.697  -1.997  -0.923  -0.047
C  0.484  -1.834  -1.807  0.009
C  0.671  -2.758  -3.068  -0.650
C  1.405  -0.906  -1.373  -0.519
P  0.956  -0.504  0.380  0.781
C  0.238  1.178  0.391  -0.491
C  0.666  1.996  1.311  0.017
C  1.725  1.727  2.303  -0.679
C  -0.011  3.352  1.259  -0.115
C  -0.917  3.825  2.143  -0.338
C  -1.511  3.167  3.204  -0.548
P  -2.220  2.505  4.398  0.552
C  -0.557  -1.464  0.292  -0.506
H  -1.699  -3.893  -1.355  0.228
H  -1.709  -2.650  -2.648  0.219
H  -2.769  -2.248  -1.310  0.232
H  0.212  -3.710  -2.834  0.215
H  1.755  -2.941  -3.265  0.222
H  0.363  -2.365  -3.985  0.222
H  2.375  -0.828  -1.829  0.226
H  -0.277  1.459  -0.497  0.223
H  2.177  0.818  1.915  0.242
H  1.292  1.336  3.232  0.236
H  2.332  2.691  2.514  0.232
H  0.148  3.730  0.290  0.210
H  -1.353  4.790  1.712  0.237
H  -1.278  -1.700  1.110  0.240